# 1
Density functional theory data (ωB97M-V/def2-TZVPD) for 11 unconnected molecules or ions with the total composition C17H32Cl20O4 in a non-equilibrium geometry.

The geometry in XYZ format:
```
73
Properties=species:S:1:pos:R:3:forces:R:3
C 2.101826 -2.014696 -1.171237 0.85 -0.94 0.98
O 2.415448 -1.352045 -2.420764 -1.99 1.47 0.57
C 1.385506 -0.396563 -2.771846 -1.11 -1.43 -3.28
O 0.773045 -0.664996 -3.841667 2.19 1.64 4.20
C 1.140343 0.895820 -1.880333 0.66 0.12 0.95
C -0.290656 0.980231 -1.145802 -0.95 0.54 -0.50
C -1.424305 0.018787 -1.730611 0.05 0.44 0.24
O -2.714216 0.591673 -1.267681 -0.93 -2.89 -0.31
C -3.711211 -0.417155 -1.169371 -2.42 0.53 3.08
C -3.829078 -1.684453 -2.124998 0.27 -0.70 -0.25
O -4.556062 -0.311577 -0.226070 3.07 -0.06 -3.86
H 2.900670 -2.826207 -1.006601 -1.13 1.31 -0.44
H 1.097366 -2.565756 -1.203864 1.27 1.07 0.00
H 2.195698 -1.297887 -0.284404 -0.36 -0.92 -1.32
H 1.278286 1.868711 -2.486393 -0.23 -1.90 0.49
H 1.947703 0.954041 -1.055406 -1.18 -0.28 -1.40
H -0.669315 2.061776 -1.293771 0.55 -1.75 0.25
H -0.232928 0.810969 -0.018231 0.13 0.09 -1.66
H -1.349159 -1.010615 -1.238880 0.25 1.31 -0.99
H -1.493524 -0.007593 -2.868109 0.58 -0.16 1.55
H -4.297264 -1.454202 -3.147291 0.84 0.07 1.52
H -4.519099 -2.471580 -1.644596 1.04 1.60 -0.44
H -2.830600 -2.226664 -2.307696 -1.42 1.10 0.21
C 5.469081 -0.711675 -4.293678 -0.32 -0.11 0.06
Cl 6.554470 -1.955353 -3.661738 -0.07 -0.03 0.03
Cl 6.360634 0.752180 -4.729788 -0.21 0.05 -0.23
H 4.966608 -1.096989 -5.179322 0.20 0.06 0.09
H 4.732639 -0.463715 -3.530837 0.19 -0.05 -0.06
C -0.915945 -1.149878 2.538458 -0.21 -0.01 0.41
Cl 0.377194 -1.584377 1.413655 -0.03 -0.09 0.15
Cl -2.404732 -0.744689 1.675937 0.22 -0.14 0.09
H -1.107944 -1.994102 3.199109 0.02 0.06 -0.21
H -0.600496 -0.288936 3.122937 0.03 -0.12 -0.30
C 8.732023 1.565252 -2.301416 -0.06 -0.18 -0.18
Cl 10.409105 1.687647 -2.846119 -0.02 -0.06 -0.03
Cl 8.321547 2.882815 -1.195178 -0.14 -0.01 0.08
H 8.074078 1.613013 -3.167724 0.26 0.10 0.29
H 8.595318 0.615530 -1.786486 0.09 0.19 0.00
C -2.557657 -4.974476 4.494983 -0.12 -0.20 0.15
Cl -2.312299 -3.604449 5.583715 -0.18 -0.04 -0.08
Cl -2.056118 -4.577920 2.846898 -0.02 -0.12 -0.09
H -1.968901 -5.818826 4.850508 0.02 0.21 -0.06
H -3.614137 -5.237741 4.489608 0.15 0.16 -0.06
C 9.790549 6.362053 -1.844443 -0.13 -0.22 -0.04
Cl 11.467985 6.484603 -2.388137 -0.02 -0.08 -0.06
Cl 9.379544 7.679074 -0.738833 -0.10 -0.02 0.01
H 9.133321 6.409622 -2.711230 0.15 0.10 0.12
H 9.653769 5.411808 -1.329568 0.12 0.22 -0.05
C -3.186150 2.380054 3.865154 0.22 -0.15 -0.16
Cl -2.145729 1.075306 4.463234 -0.21 0.20 0.37
Cl -2.225941 3.803100 3.439200 -0.07 0.08 -0.03
H -3.754262 2.047167 2.981752 1.35 -0.07 0.70
H -3.889296 2.650253 4.651230 0.26 -0.03 -0.01
C 0.483255 3.529584 -5.177079 0.03 -0.14 -0.25
Cl 1.729066 4.551347 -4.449732 0.06 -0.04 -0.05
Cl -0.916170 3.369581 -4.109387 -0.05 -0.08 -0.03
H 0.162141 3.977226 -6.116209 0.01 0.03 0.22
H 0.900517 2.540850 -5.363124 -0.06 0.13 0.15
C 0.157133 -4.243277 8.950136 0.13 0.11 0.18
Cl 0.559948 -3.619447 7.346409 0.22 0.06 0.15
Cl -1.043382 -5.537371 8.850670 -0.01 -0.03 0.10
H 1.060862 -4.634467 9.414572 -0.15 -0.02 -0.16
H -0.246511 -3.432122 9.553907 -0.03 -0.13 -0.18
C -6.963118 1.403896 2.111284 -0.22 0.11 -0.12
Cl -5.693275 2.511096 2.667446 -1.56 0.14 -0.67
Cl -7.354642 0.223283 3.370283 0.00 0.07 -0.03
H -7.853510 1.986959 1.879034 0.12 -0.07 0.17
H -6.623523 0.877443 1.221872 0.28 0.09 0.24
C -8.634432 -2.169480 -0.693610 -0.09 -0.19 0.08
Cl -8.332814 -1.893551 -2.413833 0.00 -0.10 -0.02
Cl -8.340680 -0.707565 0.254317 -0.20 -0.27 -0.12
H -9.672897 -2.470104 -0.564375 0.14 0.16 -0.06
H -7.974702 -2.960250 -0.338844 0.00 0.23 -0.09
```
Forces are in eV/Å.

Output
Net charge = 0
HOMO level = -10.364 eV
Multiplicity = 1
Lowest unoccupied orbital energy = 0.008 Ha

# 2
Density functional theory data (ωB97M-V/def2-TZVPD) for 2 unconnected molecules or ions with the total composition C17H32Cl2IN4O6P2 in a non-equilibrium geometry.

The geometry in XYZ format:
```
64
Properties=species:S:1:pos:R:3:forces:R:3
N -1.071129 -0.449703 -2.167937 -0.35 -0.48 0.11
C -1.603517 -0.962673 -0.880015 0.06 -0.01 -0.51
C -1.055338 -0.154746 0.317205 -0.90 -0.21 -0.27
C 0.469836 0.020888 0.377232 -0.71 0.22 0.48
C 1.418001 -1.167301 0.789017 -0.03 1.95 -1.73
Cl 1.551531 -2.107858 -0.746222 0.21 -0.24 0.90
C 2.784968 -0.430455 1.125546 0.97 -0.34 -0.75
C 4.053533 -1.125035 0.571177 0.87 0.62 0.44
C 4.603247 -0.507327 -0.711092 0.02 -0.64 -0.80
C 5.056197 -1.370437 -1.717984 -0.04 -0.20 0.17
C 5.607658 -0.885866 -2.894924 0.16 0.20 0.08
C 5.728404 0.490987 -3.090185 0.10 -0.18 -0.35
C 5.272061 1.375309 -2.121341 0.20 -0.36 -0.10
C 4.726895 0.854543 -0.952174 -0.47 0.69 0.83
O 3.006613 -0.165803 2.511133 -0.85 -0.62 -0.02
C 1.904398 -0.081103 3.345614 0.74 -0.56 0.17
I 1.210086 1.967025 3.679259 -0.03 -0.28 -0.14
C 0.692705 -1.057314 3.073421 -0.74 1.38 2.02
N 0.309763 -1.723899 4.303968 0.47 -0.25 -0.36
N 0.972496 -2.007140 1.953226 -0.88 -1.19 -0.72
Cl -0.409852 -3.059520 1.593820 -0.34 0.62 -0.13
P 2.270888 -3.281597 2.529500 2.77 -0.44 1.82
N 1.452074 -4.392279 3.536296 0.76 0.43 -0.69
O 2.661579 -4.237774 1.279730 -1.05 0.16 0.23
H -1.857001 -0.099607 -2.710997 0.23 0.25 0.06
H -0.742619 -1.249729 -2.702332 0.16 0.25 -0.01
H -2.703833 -0.900608 -0.920520 0.36 0.03 0.45
H -1.350612 -2.028654 -0.793364 -0.06 0.30 0.12
H -1.524199 -0.582014 1.222322 0.43 0.21 -0.15
H -1.505676 0.850050 0.226999 0.37 -0.26 0.05
H 0.683541 0.906762 1.001232 -0.01 -0.53 0.06
H 0.796198 0.320382 -0.632804 -0.02 -0.27 0.33
H 2.772935 0.551402 0.626298 -0.54 -0.44 0.05
H 4.836347 -0.987412 1.341184 -0.40 -0.06 -0.13
H 3.971900 -2.204759 0.412981 -0.26 0.29 0.07
H 4.995173 -2.451301 -1.565334 -0.05 0.27 -0.07
H 5.979475 -1.577522 -3.650837 -0.15 0.18 0.19
H 6.192166 0.845169 -4.011859 -0.19 0.04 0.28
H 5.375347 2.451018 -2.264025 -0.10 -0.31 0.10
H 4.380466 1.562186 -0.187672 0.19 -0.19 -0.25
H 2.275646 -0.358166 4.340850 -0.04 0.28 -0.34
H -0.188236 -0.428485 2.883687 0.36 -0.48 -0.93
H -0.124879 -1.049321 4.927773 -0.18 -0.11 -0.20
H 1.119449 -2.083732 4.802362 -0.10 0.06 0.03
H 1.818076 -5.324211 3.328868 -0.49 0.02 -0.26
H 1.775553 -4.189621 4.481638 -0.42 0.03 0.02
H 3.625515 -4.307211 1.205176 -0.12 0.23 -0.15
C -6.734071 4.580263 -2.333099 -0.17 0.19 -0.38
O -6.691916 3.218703 -1.872610 1.93 1.73 2.18
P -5.171413 2.547311 -1.705266 -1.12 -6.19 -4.06
O -4.866069 2.272083 -3.144969 0.29 1.22 0.51
O -5.756444 1.264584 -0.923936 0.50 0.24 0.29
C -6.812954 0.509672 -1.512753 -0.48 0.03 0.02
O -3.656253 2.248283 -1.053312 -1.31 2.66 1.43
C -2.899674 3.399192 -0.636704 0.09 0.04 -0.11
H -7.755606 4.940780 -2.234615 0.01 -0.13 0.07
H -6.081525 5.214436 -1.732823 -0.08 0.08 -0.03
H -6.437217 4.632428 -3.381394 0.06 -0.06 0.04
H -6.771699 0.541211 -2.601872 0.08 0.09 0.02
H -7.773630 0.893733 -1.169815 -0.01 0.00 -0.08
H -6.714173 -0.522786 -1.181955 0.14 0.06 0.07
H -3.431586 3.945203 0.144488 0.14 0.03 0.06
H -2.710406 4.059398 -1.486755 0.06 -0.01 0.03
H -1.949198 3.049961 -0.238503 -0.04 -0.03 -0.05
```
Forces are in eV/Å.

Output
Net charge = +1
HOMO level = -11.436 eV
Multiplicity = 1
Lowest unoccupied orbital energy = -0.142 Ha